No. 1
{"formula": "C24H29N5O2", "method": "ωB97M-V/def2-TZVPD", "homo_ev": -8.20, "de_lowest_ev": 2.8635, "max_force_ev_per_a": 0.85, "lumo_energy_ev": 0.188, "species": ["C", "H", "H", "H", "C", "C", "H", "H", "H", "H", "O", "C", "C", "C", "C", "C", "C", "H", "H", "C", "N", "C", "C", "H", "H", "C", "N", "C", "C", "C", "N", "H", "H", "N", "C", "O", "C", "C", "C", "C", "N", "C", "H", "H", "H", "H", "H", "C", "C", "H", "H", "H", "H", "H", "H", "H", "H", "H", "H", "H"], "positions_angstrom": [[7.096, 2.457, 1.189], [7.028, 2.319, 2.265], [7.917, 1.851, 0.815], [7.298, 3.502, 0.975], [5.787, 2.028, 0.533], [4.615, 2.866, 1.044], [4.758, 3.910, 0.776], [4.553, 2.783, 2.126], [3.676, 2.519, 0.620], [5.883, 2.141, -0.558], [5.613, 0.657, 0.860], [4.735, -0.114, 0.167], [4.025, 0.267, -0.966], [3.173, -0.632, -1.586], [2.999, -1.921, -1.103], [3.722, -2.298, 0.025], [4.576, -1.416, 0.649], [5.140, -1.708, 1.521], [3.617, -3.300, 0.416], [2.005, -2.864, -1.735], [0.645, -2.746, -1.221], [0.537, -3.036, 0.196], [-0.931, -3.164, 0.590], [-1.394, -3.975, 0.029], [-1.017, -3.391, 1.652], [-1.654, -1.861, 0.273], [-3.055, -1.963, 0.622], [-4.007, -1.000, 0.580], [-5.205, -1.594, 0.934], [-4.866, -2.925, 1.185], [-3.578, -3.128, 0.990], [-5.500, -3.731, 1.496], [-6.166, -1.127, 1.006], [-3.813, 0.322, 0.175], [-2.821, 1.172, 0.575], [-1.934, 0.863, 1.344], [-2.918, 2.531, -0.026], [-3.449, 2.782, -1.289], [-3.474, 4.086, -1.754], [-2.962, 5.088, -0.941], [-2.443, 4.859, 0.253], [-2.417, 3.618, 0.694], [-1.982, 3.459, 1.671], [-2.960, 6.121, -1.262], [-3.874, 4.318, -2.729], [-3.811, 1.976, -1.914], [-4.621, 0.733, -0.272], [-1.479, -1.562, -1.218], [0.012, -1.483, -1.537], [0.146, -1.288, -2.605], [0.453, -0.642, -0.973], [-1.933, -2.365, -1.801], [-1.957, -0.618, -1.485], [-1.215, -1.044, 0.858], [1.048, -3.982, 0.389], [1.014, -2.254, 0.812], [1.957, -2.690, -2.814], [2.320, -3.898, -1.568], [2.639, -0.317, -2.471], [4.124, 1.258, -1.383]], "forces_ev_per_a": [[-0.291, -0.271, -0.254], [-0.005, 0.017, 0.132], [0.101, -0.020, -0.021], [0.029, 0.114, -0.007], [0.047, 0.554, 0.017], [0.168, -0.349, -0.200], [-0.008, 0.121, -0.025], [0.003, 0.009, 0.116], [-0.100, 0.032, -0.017], [-0.017, -0.073, 0.142], [0.053, -0.154, 0.065], [-0.134, -0.277, -0.021], [0.221, 0.324, 0.099], [0.004, -0.226, 0.066], [-0.036, -0.033, -0.145], [0.030, 0.126, -0.091], [0.093, 0.199, 0.065], [0.072, -0.029, 0.107], [-0.014, -0.119, 0.046], [-0.022, 0.025, 0.018], [0.008, -0.047, -0.055], [-0.259, -0.054, 0.039], [0.147, 0.127, 0.039], [0.038, -0.050, 0.059], [-0.019, -0.043, 0.015], [0.669, -0.150, -0.279], [-0.457, 0.571, -0.002], [-0.354, -0.333, 0.298], [0.254, 0.266, -0.072], [0.104, 0.220, -0.165], [0.065, -0.799, 0.271], [-0.099, -0.197, 0.057], [-0.175, 0.157, 0.038], [-0.236, 0.020, -0.264], [-0.017, 0.013, 0.091], [-0.058, 0.109, 0.076], [0.069, 0.367, -0.178], [0.068, 0.040, 0.195], [0.021, 0.005, 0.047], [-0.155, -0.049, -0.354], [0.169, 0.417, 0.291], [-0.031, -0.516, 0.073], [0.022, -0.106, 0.060], [-0.043, 0.057, -0.109], [-0.016, 0.041, -0.073], [-0.018, -0.051, -0.022], [0.205, -0.015, 0.038], [0.194, 0.167, 0.140], [-0.261, -0.015, -0.083], [0.038, 0.066, 0.036], [0.018, -0.007, -0.079], [-0.060, -0.003, -0.021], [-0.039, 0.005, -0.019], [-0.124, -0.238, -0.125], [0.033, 0.031, 0.066], [0.047, -0.074, -0.008], [0.053, -0.060, 0.029], [0.037, 0.037, -0.072], [-0.064, 0.025, -0.088], [0.035, 0.093, 0.015]], "nbo_charge": [-0.6126, 0.2121, 0.2177, 0.2099, 0.1031, -0.6357, 0.2124, 0.2140, 0.2187, 0.1678, -0.5019, 0.3033, -0.2670, -0.1967, -0.0852, -0.1806, -0.2564, 0.2226, 0.2094, -0.2232, -0.4388, -0.2256, -0.3938, 0.2219, 0.2242, -0.0698, -0.1466, 0.2923, -0.3590, -0.0491, -0.2643, 0.2084, 0.2222, -0.6151, 0.6738, -0.5941, -0.2004, -0.1507, -0.2597, 0.0513, -0.4084, 0.0849, 0.2147, 0.1970, 0.2240, 0.2169, 0.4112, -0.3972, -0.2249, 0.1998, 0.1731, 0.2127, 0.2019, 0.2461, 0.2020, 0.1716, 0.1999, 0.2009, 0.2065, 0.2085]}

No. 2
{"formula": "C41H91BN4O10", "method": "ωB97M-V/def2-TZVPD", "homo_ev": -8.70, "max_force_ev_per_a": 8.11, "lumo_energy_ev": 0.359, "species": ["C", "C", "C", "C", "C", "C", "C", "C", "C", "C", "C", "C", "C", "C", "C", "C", "C", "C", "C", "C", "O", "C", "B", "O", "O", "C", "N", "C", "O", "H", "H", "H", "H", "H", "H", "H", "H", "H", "H", "H", "H", "H", "H", "H", "H", "H", "H", "H", "H", "H", "H", "H", "H", "H", "H", "H", "H", "H", "H", "H", "H", "H", "H", "H", "H", "H", "H", "H", "H", "H", "H", "H", "H", "H", "H", "C", "O", "C", "C", "N", "C", "C", "O", "C", "H", "H", "H", "H", "H", "H", "H", "H", "H", "H", "H", "H", "H", "H", "H", "C", "O", "C", "C", "N", "C", "C", "O", "C", "H", "H", "H", "H", "H", "H", "H", "H", "H", "H", "H", "H", "H", "H", "H", "C", "O", "C", "C", "N", "C", "C", "O", "C", "H", "H", "H", "H", "H", "H", "H", "H", "H", "H", "H", "H", "H", "H", "H"], "positions_angstrom": [[2.048, 1.859, 8.055], [3.024, 3.196, 8.297], [2.318, 4.594, 7.794], [2.600, 4.982, 6.227], [4.159, 4.832, 5.741], [4.465, 3.551, 4.764], [3.666, 3.412, 3.324], [2.472, 2.295, 3.456], [0.899, 2.758, 3.450], [0.531, 3.958, 2.392], [0.830, 5.476, 2.935], [-0.244, 6.031, 4.055], [-1.804, 6.060, 3.552], [-2.707, 5.462, 4.817], [-4.243, 5.982, 4.572], [-5.225, 4.745, 4.121], [-6.372, 4.594, 5.288], [-7.173, 3.176, 5.095], [-6.117, 1.982, 5.591], [-5.640, 1.108, 4.282], [-4.698, 0.070, 4.756], [-4.054, -0.543, 3.583], [2.773, 0.899, 2.577], [4.060, 0.133, 2.694], [1.762, 0.292, 1.647], [1.300, -0.921, 2.399], [2.747, 1.766, 4.879], [4.207, 2.019, 5.309], [5.065, 1.197, 5.920], [1.342, 1.999, 7.104], [2.656, 0.873, 7.894], [1.325, 1.684, 8.986], [3.113, 3.287, 9.484], [4.118, 3.037, 7.908], [2.583, 5.428, 8.571], [1.143, 4.419, 7.887], [1.937, 4.351, 5.499], [2.260, 6.115, 6.082], [4.864, 4.906, 6.687], [4.401, 5.806, 5.097], [5.588, 3.777, 4.429], [4.475, 2.811, 2.684], [3.517, 4.362, 2.654], [0.241, 1.818, 3.119], [0.473, 3.083, 4.496], [-0.638, 3.856, 2.176], [1.055, 3.694, 1.363], [1.907, 5.613, 3.425], [0.813, 6.218, 2.013], [-0.130, 5.484, 5.083], [0.060, 7.168, 4.257], [-2.193, 7.178, 3.399], [-2.010, 5.511, 2.539], [-2.578, 4.298, 4.863], [-2.232, 5.879, 5.829], [-4.626, 6.391, 5.626], [-4.335, 6.893, 3.817], [-4.563, 3.771, 4.119], [-5.640, 4.874, 3.034], [-5.786, 4.563, 6.326], [-7.053, 5.548, 5.331], [-7.453, 3.069, 3.941], [-8.130, 3.224, 5.781], [-5.130, 2.508, 6.008], [-6.552, 1.328, 6.471], [-6.611, 0.679, 3.773], [-5.075, 1.733, 3.468], [-2.890, -0.279, 3.551], [-4.198, -1.712, 3.665], [-4.607, -0.230, 2.576], [4.040, -0.270, 3.628], [1.234, -0.677, 3.564], [0.238, -1.288, 2.073], [2.113, -1.774, 2.262], [2.436, 0.761, 5.038], [-0.177, -1.455, -4.589], [-0.791, -0.233, -4.203], [-2.214, -0.230, -4.385], [-2.937, -0.252, -3.024], [-2.778, -1.545, -2.358], [-3.191, -1.539, -0.951], [-2.431, -0.606, 0.015], [-1.072, -0.984, 0.243], [-0.160, -0.535, -0.750], [0.906, -1.303, -4.597], [-0.402, -2.247, -3.872], [-0.492, -1.757, -5.593], [-2.550, -1.047, -5.036], [-2.457, 0.712, -4.890], [-4.003, -0.054, -3.185], [-2.524, 0.562, -2.425], [-1.798, -1.818, -2.399], [-3.072, -2.567, -0.589], [-4.264, -1.315, -0.898], [-2.925, -0.683, 0.991], [-2.501, 0.448, -0.271], [-0.447, 0.430, -1.177], [-0.062, -1.290, -1.531], [0.824, -0.426, -0.284], [-3.065, -3.179, -8.403], [-2.280, -3.534, -7.273], [-3.019, -4.240, -6.267], [-2.579, -5.716, -6.201], [-3.016, -6.453, -7.387], [-2.392, -7.773, -7.524], [-0.858, -7.828, -7.682], [-0.379, -7.289, -8.916], [-0.230, -5.876, -8.925], [-2.480, -2.493, -9.021], [-3.300, -4.059, -9.005], [-3.988, -2.674, -8.101], [-4.104, -4.145, -6.407], [-2.769, -3.763, -5.311], [-3.013, -6.176, -5.307], [-1.493, -5.725, -6.100], [-2.788, -5.908, -8.217], [-2.838, -8.236, -8.413], [-2.688, -8.395, -6.671], [-0.574, -8.886, -7.694], [-0.328, -7.387, -6.831], [0.061, -5.479, -7.948], [-1.151, -5.408, -9.273], [0.553, -5.620, -9.645], [2.714, -4.267, -3.570], [3.319, -2.981, -3.528], [4.415, -2.900, -2.608], [5.753, -2.771, -3.362], [6.100, -4.018, -4.045], [7.200, -3.878, -5.005], [6.990, -2.927, -6.202], [6.008, -3.375, -7.138], [4.668, -3.062, -6.783], [1.787, -4.187, -4.145], [3.363, -4.986, -4.075], [2.470, -4.623, -2.565], [4.426, -3.740, -1.901], [4.259, -1.985, -2.024], [6.542, -2.518, -2.646], [5.649, -1.944, -4.066], [5.282, -4.357, -4.548], [7.392, -4.882, -5.404], [8.107, -3.582, -4.464], [7.934, -2.898, -6.758], [6.795, -1.895, -5.893], [4.588, -2.116, -6.241], [4.239, -3.878, -6.200], [4.081, -2.982, -7.703]], "forces_ev_per_a": [[-0.523, 0.137, -0.228], [-0.685, -0.318, 1.274], [-0.749, -1.035, -0.049], [-0.025, 0.629, 0.062], [-0.730, 0.930, -0.038], [0.982, 0.314, -0.920], [1.692, -1.166, -1.117], [-0.389, 0.087, 1.215], [-1.001, 0.084, -0.718], [-0.450, -0.629, -0.069], [0.227, 0.540, 0.054], [0.407, 1.007, -0.840], [-0.199, 0.360, 1.370], [0.509, 1.060, -1.038], [-0.427, -0.274, 1.030], [0.492, 0.167, 0.888], [0.602, -0.348, -0.247], [0.725, 0.678, 0.604], [0.659, 0.593, -0.744], [-0.473, 0.300, 0.910], [-0.682, 0.654, -2.487], [-0.011, -0.929, -0.429], [0.199, -1.410, -1.918], [-3.304, 0.879, 2.028], [1.253, 0.176, 3.344], [0.512, -0.887, 0.746], [3.283, -1.186, 0.593], [1.740, -2.001, 1.146], [-5.616, 4.705, -3.467], [1.648, -0.196, 2.052], [-0.995, 1.941, 0.339], [1.651, 0.506, -1.959], [-0.035, -0.182, -2.564], [-2.237, 0.295, 0.507], [-0.283, -1.333, -1.817], [2.439, 0.453, -0.096], [1.189, 1.059, 1.572], [0.736, -2.395, 0.268], [-1.285, -0.537, -2.059], [-0.390, -2.225, 1.215], [-2.293, -1.167, 0.986], [-1.534, 1.294, 1.313], [-0.239, -1.721, 1.788], [1.523, 1.940, 0.707], [1.267, -0.702, -1.805], [2.524, 0.332, 0.464], [-0.917, 0.849, 2.080], [-2.259, -0.581, -1.127], [-0.078, -1.518, 1.823], [-0.280, 0.800, -2.063], [-0.527, -2.472, -0.316], [1.122, -2.387, 0.295], [0.465, 0.800, 2.028], [-0.543, 2.137, -0.135], [-1.175, -0.718, -2.260], [0.646, -0.830, -2.341], [0.523, -2.005, 1.543], [-1.424, 1.873, -0.014], [0.507, -0.144, 2.158], [-1.320, 0.026, -2.190], [1.146, -1.892, -0.305], [0.425, 0.068, 2.599], [1.814, -0.388, -1.584], [-2.192, -1.149, -0.805], [0.820, 1.108, -2.111], [1.906, 0.403, 0.922], [-1.189, -0.732, 1.669], [-2.582, -0.486, -0.003], [0.497, 2.311, -0.108], [1.347, -0.501, 2.117], [0.609, 0.995, -1.882], [0.067, -0.511, -2.231], [2.165, 1.046, 0.258], [-1.822, 1.707, 0.291], [0.643, 1.740, -0.051], [0.212, 0.317, 0.011], [-0.378, -0.403, -0.241], [-0.063, 0.466, 0.525], [0.417, -0.438, -0.588], [0.075, 0.200, 0.110], [0.362, -0.135, -0.042], [-0.147, -0.466, 0.238], [-0.557, 0.367, -0.170], [0.428, -0.254, 0.180], [-0.144, 0.055, 0.068], [-0.036, -0.225, -0.059], [-0.061, -0.088, 0.041], [0.152, -0.041, 0.190], [-0.025, -0.093, 0.059], [0.035, -0.038, 0.040], [-0.007, 0.266, -0.028], [-0.290, 0.102, -0.020], [-0.019, 0.169, 0.071], [0.089, 0.110, -0.020], [0.091, -0.049, -0.098], [0.145, -0.015, -0.159], [-0.078, -0.099, -0.030], [-0.006, 0.138, -0.262], [-0.260, 0.034, -0.005], [0.365, 0.077, 0.075], [-0.550, -0.008, -0.038], [0.556, -0.389, 0.311], [-0.483, 0.577, -0.431], [0.270, 0.047, 0.073], [0.052, 0.177, -0.320], [-0.242, -0.386, -0.288], [-0.032, 0.084, 0.595], [0.112, -0.242, -0.387], [-0.003, -0.094, 0.156], [-0.218, 0.010, -0.078], [-0.022, -0.071, -0.041], [0.178, -0.080, -0.179], [-0.052, -0.070, -0.043], [0.019, -0.004, -0.066], [0.179, 0.085, 0.205], [-0.088, -0.152, 0.270], [0.152, -0.015, 0.117], [0.105, 0.105, 0.013], [-0.038, 0.115, -0.068], [-0.041, 0.202, -0.049], [-0.129, -0.019, 0.007], [-0.012, 0.260, 0.142], [-0.049, -0.142, 0.094], [-0.054, 0.352, -0.160], [0.054, -0.457, 0.332], [0.390, 0.552, -0.312], [-0.618, -0.531, 0.251], [-0.054, 0.234, -0.130], [-0.282, -0.162, -0.179], [0.299, -0.414, -0.127], [0.117, 0.397, 0.414], [0.084, -0.218, -0.391], [0.117, 0.093, 0.052], [-0.009, -0.213, 0.101], [0.049, -0.056, -0.031], [-0.009, -0.017, -0.269], [0.051, -0.098, -0.044], [-0.022, -0.035, -0.058], [-0.034, 0.271, 0.041], [0.247, 0.104, 0.180], [0.033, 0.184, -0.038], [-0.109, 0.098, -0.032], [-0.125, -0.058, 0.021], [-0.198, -0.038, 0.064], [0.036, -0.094, 0.085], [-0.194, 0.125, 0.183], [0.168, 0.010, 0.043]], "mulliken_charge": [-0.7753, -0.2522, -0.9262, 0.9171, -1.0021, 0.0370, -0.7758, 0.0332, -0.2299, -0.5464, -0.2873, -0.3083, -0.6238, -0.3375, -0.6749, 0.1647, -0.8700, -0.4411, -0.5293, -0.4017, -0.3580, -0.4079, 0.5400, -0.5761, -0.1151, -0.5498, -0.0513, -0.0778, -0.6893, 0.0276, 0.2294, 0.3489, 0.3666, 0.1835, 0.3047, 0.2577, -0.8921, 0.3101, 0.3542, 0.3873, 0.4247, 0.3944, 0.2502, 0.0387, 0.0571, 0.1851, 0.3547, 0.0080, 0.2863, -0.0172, 0.3276, 0.3480, 0.1705, 0.1526, 0.3096, 0.3009, 0.3272, -0.3621, 0.2675, 0.3396, 0.3189, 0.2875, 0.2935, 0.1712, 0.3856, 0.2505, 0.2968, 0.0965, 0.2314, 0.2324, 0.3564, 0.1932, 0.2311, 0.2132, 0.4678, -0.5731, -0.4037, -0.4054, -0.2473, -0.2061, -0.8827, 0.2140, -0.3088, -0.4460, 0.2063, 0.2650, 0.3832, 0.0050, 0.4344, 0.4161, 0.1680, -0.0515, 0.3916, 0.3907, -0.2940, 0.3356, 0.2530, 0.1492, 0.2447, -0.8658, -0.2534, -0.7006, -0.2427, -0.3163, -0.6612, -0.4470, -0.4391, -0.4706, 0.2493, 0.3510, 0.3383, 0.5000, 0.2485, 0.4008, 0.0936, 0.0852, 0.3596, 0.3869, 0.3536, 0.3164, 0.2445, 0.1366, 0.3339, -0.6909, -0.2010, -0.8979, -0.1509, -0.3348, -0.6676, -0.4795, -0.4444, -0.4939, 0.0687, 0.3498, 0.3742, 0.4111, 0.3678, 0.3903, 0.1564, 0.0677, 0.3640, 0.3915, 0.3502, 0.3408, 0.2581, 0.1348, 0.3435]}

Number 1: orbital gap 8.4 eV. Number 2: orbital gap 9.1 eV.